17
Properties=species:S:1:pos:R:3:forces:R:3:nbo_charge:R:1 method="wB97M-V/def2-TZVPD" total_charge=0 orbital_gap_ev=9.4 multiplicity=1 smiles="C1=CCCC=C1.O"
C -1.217893 -0.370704 -1.006670 0.1 -0.1 -0.1 -0.259
C -0.024592 -0.926525 -1.234302 -0.1 0.0 0.0 -0.162
C 1.265873 -0.385666 -0.668155 0.0 0.0 0.0 -0.452
C 1.127384 0.890346 0.202459 0.0 0.0 0.0 -0.455
C -0.280522 1.393523 0.398481 -0.1 0.0 -0.1 -0.125
C -1.352500 0.826896 -0.159833 0.1 0.1 0.0 -0.279
H -2.114817 -0.800119 -1.446654 0.1 0.1 0.1 0.215
H 0.052208 -1.814353 -1.860373 0.0 0.1 0.1 0.208
H 1.751948 -1.180424 -0.087778 -0.1 0.1 -0.1 0.224
H 1.944035 -0.191006 -1.508665 -0.1 0.0 0.1 0.219
H 1.566898 0.712779 1.190827 -0.1 0.0 -0.1 0.232
H 1.711235 1.707820 -0.240168 -0.1 -0.1 0.1 0.216
H -0.394603 2.269739 1.035045 0.0 -0.1 -0.1 0.204
H -2.346259 1.235570 0.006615 0.2 0.0 0.0 0.214
O -0.312934 -1.290061 2.063934 -0.2 0.0 0.0 -0.944
H -0.927690 -0.554827 2.179839 0.1 -0.1 0.1 0.471
H -0.447772 -1.522987 1.135398 0.0 0.0 0.1 0.472


17
Properties=species:S:1:pos:R:3:forces:R:3:nbo_charge:R:1 method="wB97M-V/def2-TZVPD" total_charge=0 orbital_gap_ev=10.1 multiplicity=1 smiles="C=C1C[C@@H](C)CO1"
C 0.026946 1.298810 -1.574220 -0.8 0.9 -0.5 -0.481
C -0.787452 0.916817 -0.604625 0.3 -0.5 -0.1 0.322
C -1.234125 -0.496426 -0.399474 0.4 0.2 0.1 -0.463
C -0.118612 -0.786524 0.627302 0.1 -0.1 0.4 -0.241
C 1.287802 -0.931754 0.027751 -0.3 -0.3 0.1 -0.613
C -0.188016 0.512247 1.473219 0.0 -0.4 0.7 -0.070
O -0.803429 1.502920 0.650282 0.1 0.4 -0.5 -0.524
H 0.076067 0.749343 -2.496821 -0.1 -0.2 -0.2 0.205
H 0.555562 2.235029 -1.527984 0.2 0.2 0.1 0.212
H -1.213368 -1.118136 -1.288054 0.1 0.0 -0.1 0.220
H -2.210930 -0.547524 0.082609 0.0 0.0 -0.1 0.219
H -0.342201 -1.667130 1.231939 0.0 0.1 0.0 0.215
H 1.288856 -1.624390 -0.810797 0.0 -0.1 -0.1 0.208
H 1.960697 -1.316369 0.791511 0.1 0.0 0.1 0.212
H 1.672957 0.023286 -0.317039 0.0 0.0 0.0 0.218
H -0.784264 0.392505 2.382730 0.0 0.0 -0.1 0.183
H 0.813510 0.857296 1.751670 -0.1 -0.1 0.0 0.177